(1)
ORCA calculation (ωB97M-V with the def2-TZVPD basis set) on a 2-piece molecular cluster, C15H18IN3O6 overall in a non-equilibrium geometry.

Structure (ORCA input):
```
! wB97M-V def2-TZVPD RIJCOSX def2/J DEFGRID3
* xyz 0 1
C -1.92282 -1.09519 -1.96379
H -4.65644 0.40928 -3.00168
O 2.23967 0.64576 -1.60630
H 0.94865 2.53208 -0.04260
H 4.70170 0.71655 1.12357
H -2.31832 -2.74641 -3.04778
C -2.45994 1.24701 -1.90552
H -4.36550 -1.30408 -2.83165
H -6.93567 0.76446 -0.58301
H 4.47768 -1.42414 5.01929
O 3.63741 -0.04986 3.80638
N 0.92917 2.52190 -1.06459
H -3.16839 2.06431 -1.94575
C -5.12963 -0.37688 -0.97002
H 4.53316 -1.02017 1.46868
C -0.20272 0.48841 -1.63410
O 2.23600 1.02292 2.49689
N -2.38182 -2.44033 -2.08403
C 3.99800 -0.07845 1.36727
H 4.53820 -1.86806 3.33035
O 0.35826 -1.82757 -1.68574
I -4.97386 2.11781 0.78789
C -4.31083 -0.35426 -2.30030
C 4.65508 -1.03035 4.01947
H -1.82194 -3.04390 -1.49669
C 6.03956 -0.41921 3.95581
C -5.88489 0.96809 -0.78469
C -2.83737 -0.06287 -2.04607
H -5.85702 1.59142 -1.67466
H 6.24869 -0.00150 2.97075
C 1.16376 1.15933 -1.43559
O 1.66848 -2.01612 -0.01585
H 3.30421 -0.20272 0.54106
C 3.20700 0.31967 2.58757
H -4.40123 -0.50793 -0.17277
O -0.78648 3.93404 -1.76138
C -0.58506 -0.81879 -1.75783
H 6.79945 -1.16835 4.18075
N 0.55016 -2.13234 -0.27700
C -0.41398 2.81250 -1.52927
C -1.13443 1.50373 -1.69454
H 6.12545 0.39596 4.67455
H -5.81139 -1.22575 -1.01708
*
```

Calculated values
energy	-40699.8499	eV
HOMO level	-9.42	eV
Kohn-Sham gap	0.323	Eh

natural (NBO) atomic charge list, values in e, 5 entries: C 0.19; H 0.21; O -0.51; H 0.42; H 0.25

(2)
ORCA calculation (ωB97M-V with the def2-TZVPD basis set) on one molecule with the formula C6H8N2O in a non-equilibrium geometry.

Structure (ORCA input):
```
! wB97M-V def2-TZVPD RIJCOSX def2/J DEFGRID3
* xyz 0 1
N -1.92804 -0.14333 -2.37911
C -0.81784 0.54838 -0.42210
H 0.20698 -2.17060 1.38116
C -1.48272 0.81093 -1.66776
C 1.40494 0.75121 -0.88015
H 0.82632 0.65640 1.93006
O 1.71601 1.20709 -1.92736
H -1.54623 1.87452 -1.94736
H -0.70290 1.37829 0.26268
C -0.76005 -0.79199 0.10090
N 1.95327 0.29679 0.20217
H -1.45470 -1.49956 -0.32630
C 1.23539 -0.20852 1.39325
H -2.36144 0.14793 -3.25154
H 2.96489 0.22013 0.24123
C 0.15666 -1.16394 1.00061
H 1.97928 -0.68968 2.02802
*
```

Calculated values
energy	-11376.7530	eV
HOMO level (spin up / spin down)	-7.69 / -7.69	eV
Kohn-Sham gap (spin up / spin down)	0.287 / 0.287	Eh
energy relative to the best compared isomer or geometry (same formula, charge and spin)	2.594	eV

natural (NBO) atomic charge list, values in e, 5 entries: N -0.65; C -0.40; H 0.21; C 0.10; C 0.80

(3)
ORCA calculation (ωB97M-V with the def2-TZVPD basis set) on a 2-piece molecular cluster, C5H13NO2 overall in a non-equilibrium geometry.

Structure (ORCA input):
```
! wB97M-V def2-TZVPD RIJCOSX def2/J DEFGRID3
* xyz 0 1
H 1.03181 2.08431 0.87700
H -2.21404 0.02209 0.79134
H 1.20313 0.63829 1.89956
C 0.08466 -1.27379 0.03536
H 0.85658 -1.97820 -0.29758
H -2.84273 0.87422 -1.92573
H 2.45497 -0.56399 -1.42404
H -0.74707 -1.46581 -0.63992
H -0.75158 0.91519 -1.31653
C 2.33879 -0.05046 -0.47044
O 0.34751 0.89153 -1.31756
H 2.76376 -0.66835 0.31975
C 0.85968 0.24880 -0.22420
H -0.40051 1.14456 1.30301
C -2.71121 0.05339 -0.16575
H 2.88808 0.88930 -0.52127
N -2.27651 0.79394 -1.08758
O -0.31265 -1.61623 1.34682
H 0.46005 -1.57710 1.92042
C 0.66184 1.06997 1.05251
H -3.69455 -0.43165 -0.15518
*
```

Calculated values
energy	-10979.1414	eV
HOMO level	-8.67	eV
Kohn-Sham gap	0.343	Eh
energy relative to the best compared isomer or geometry (same formula, charge and spin)	2.738	eV

natural (NBO) atomic charge list, values in e, 5 entries: H 0.22; H 0.19; H 0.19; C -0.11; H 0.15

(4)
ORCA calculation (ωB97M-V with the def2-TZVPD basis set) on C5H7CaO5 as an isolated structure in a non-equilibrium geometry.

Structure (ORCA input):
```
! wB97M-V def2-TZVPD RIJCOSX def2/J DEFGRID3
* xyz 0 2
H 0.51276 0.53222 -6.84006
O 1.21654 1.25404 -0.89705
H -0.93060 -0.40142 -6.33978
H 0.51898 -2.44550 -4.83258
O 0.69099 -0.39150 -5.04287
C 0.17226 -0.38866 -6.35252
C 3.48360 -1.18227 0.42724
C 1.27832 0.02484 -1.05502
O 2.98517 -2.05137 1.03812
Ca 1.27050 1.93031 -3.02044
H 2.08508 -1.87618 -3.14208
C 0.29745 -1.51057 -4.28694
H 0.53323 -2.16150 -2.25472
H -0.78986 -1.47313 -4.09115
O 1.13944 -0.21512 -2.44166
O 4.38172 -0.54108 0.02866
C 1.05618 -1.52832 -2.98287
H 0.54341 -1.25910 -6.91933
*
```

Calculated values
expectation value of S²	0.7504
energy	-33972.6434	eV
HOMO level (spin up / spin down)	-5.10 / -8.41	eV
Kohn-Sham gap (spin up / spin down)	0.195 / 0.310	Eh

natural (NBO) atomic charge list, values in e, 5 entries: H 0.20; O -0.86; H 0.17; H 0.18; O -0.57

(5)
ORCA calculation (ωB97M-V with the def2-TZVPD basis set) on an isolated ion of composition C7H10N and charge +1 in a non-equilibrium geometry.

Structure (ORCA input):
```
! wB97M-V def2-TZVPD RIJCOSX def2/J DEFGRID3
* xyz 1 1
H -0.13508 -0.51118 2.40650
H -1.13244 1.10465 2.15577
C 0.07116 -1.05586 -0.46720
H 0.24601 2.84260 0.39561
H -0.16943 -2.90346 0.48855
C -0.91337 0.03056 1.81652
C -0.00437 0.99782 -0.50431
N 1.08034 0.01362 -0.06183
H 1.14725 0.02332 -2.10049
C 0.27648 -2.53422 -0.51686
H -0.15471 -3.06026 -1.26166
H -0.80487 3.03135 -1.01892
H 1.04981 2.91130 -1.16164
C -0.49647 -0.07834 0.41542
H -1.84645 -0.54304 1.89224
H 1.32908 -2.76573 -0.46142
C 0.10711 2.50026 -0.54398
C 0.34997 -0.00339 -1.47229
*
```

Calculated values
energy	-8899.7147	eV
HOMO level	-15.92	eV
Kohn-Sham gap	0.475	Eh
energy relative to the best compared isomer or geometry (same formula, charge and spin)	3.878	eV

natural (NBO) atomic charge list, values in e, 5 entries: H 0.27; H 0.27; C 0.13; H 0.24; H 0.25

(6)
ORCA calculation (ωB97M-V with the def2-TZVPD basis set) on a 2-piece molecular cluster, C4H6N2O3 overall in a non-equilibrium geometry.

Structure (ORCA input):
```
! wB97M-V def2-TZVPD RIJCOSX def2/J DEFGRID3
* xyz 0 1
O 1.19985 2.45573 0.08231
H 2.93613 -1.59099 0.14366
C 1.17962 1.28107 -0.01328
N -0.01260 0.65456 0.02818
O -1.49456 -1.04786 0.23530
O -3.46489 0.73523 -0.19610
C 2.24849 0.32318 -0.11425
H -3.85850 -0.15357 -0.13804
H 0.54577 -2.50887 0.24120
C 2.08460 -0.95546 -0.09939
C -0.32650 -0.70165 0.03342
H -4.26503 1.14111 0.10625
N 0.81252 -1.57094 -0.17784
H -0.90954 1.20670 -0.06702
H 3.32464 0.73175 -0.06441
*
```

Calculated values
energy	-13368.0646	eV
HOMO level	-9.75	eV
Kohn-Sham gap	0.381	Eh
energy relative to the best compared isomer or geometry (same formula, charge and spin)	0.914	eV

natural (NBO) atomic charge list, values in e, 5 entries: O -0.56; H 0.22; C 0.64; N -0.65; O -0.61